A structure of composition C39H67F3MgO18S at a distorted geometry. Source: the OMol25 dataset; level of theory: wB97M-V/def2-TZVPD.

Each line ends with the Löwdin charge.
Element x y z (Å)
Mg  1.9095  2.5606  1.8979  0.668
C  -1.9219  3.1450  3.4533  -0.102
C  -0.9452  3.9714  2.6353  -0.476
O  0.2935  3.4402  2.5227  -0.309
H  -2.2175  2.2147  2.9551  0.053
H  -2.8509  3.7100  3.6004  0.076
H  -1.5054  2.8917  4.4303  0.055
H  -0.9259  5.0030  3.0646  0.098
H  -1.4132  4.2009  1.6469  0.095
C  -1.0344  0.6387  0.1773  -0.605
F  -1.8935  1.6575  0.3261  0.126
F  -0.7457  0.1064  1.3719  0.128
F  -1.6565  -0.3029  -0.5665  0.107
S  0.5082  1.2421  -0.6654  0.528
O  0.9773  0.1692  -1.4999  -0.265
O  0.0905  2.4102  -1.4092  -0.280
O  1.3971  1.5823  0.4314  -0.320
C  4.1454  -2.3145  0.4074  -0.155
C  5.5629  -2.4388  -0.1557  -0.164
C  5.2689  -3.2096  -1.4136  -0.221
O  4.1794  -2.4883  -1.9711  -0.123
C  3.3063  -2.2080  -0.8815  -0.193
H  3.9794  -1.4887  1.1046  0.108
H  3.8794  -3.1811  1.0180  0.090
H  6.2078  -2.9418  0.5703  0.114
H  6.0383  -1.5018  -0.4386  0.094
H  4.9976  -4.2612  -1.2287  0.125
H  6.1232  -3.2690  -2.0919  0.121
H  2.5256  -2.9822  -0.8871  0.106
H  2.8049  -1.2451  -0.9251  0.088
C  -3.9803  -4.6736  -3.6934  -0.159
C  -3.2914  -4.1175  -2.4347  -0.143
C  -2.1391  -3.2395  -3.0216  -0.207
O  -2.2324  -3.3535  -4.4337  -0.153
C  -3.5956  -3.6543  -4.7584  -0.180
H  -5.0668  -4.7209  -3.5848  0.108
H  -3.6227  -5.6769  -3.9164  0.110
H  -2.8198  -4.8734  -1.8104  0.100
H  -4.0271  -3.5577  -1.8567  0.100
H  -1.1920  -3.6414  -2.6649  0.116
H  -2.2356  -2.1908  -2.7269  0.079
H  -3.5575  -4.1137  -5.7461  0.123
H  -4.1812  -2.7311  -4.7839  0.109
C  -4.1809  -1.3645  3.7452  -0.150
C  -4.5459  0.0905  4.0924  -0.151
C  -3.6011  0.4282  5.2488  -0.193
O  -2.4483  -0.4109  5.1150  -0.170
C  -2.7164  -1.4675  4.1780  -0.185
H  -4.3568  -1.5845  2.6958  0.108
H  -4.8346  -1.9969  4.3524  0.111
H  -5.5969  0.2672  4.3015  0.111
H  -4.2516  0.7697  3.2846  0.102
H  -4.0408  0.3082  6.2446  0.118
H  -3.2935  1.4727  5.1570  0.095
H  -2.5123  -2.4139  4.6763  0.118
H  -2.1235  -1.3187  3.2732  0.100
C  0.3187  -2.9916  1.5302  -0.160
C  1.1125  -4.1700  2.0704  -0.158
C  0.9613  -5.1793  0.9469  -0.191
O  -0.3981  -5.0181  0.4954  -0.155
C  -0.8178  -3.6564  0.7231  -0.169
H  0.9157  -2.3418  0.8841  0.103
H  -0.0526  -2.3086  2.2945  0.084
H  0.7231  -4.5342  3.0199  0.114
H  2.1618  -3.8916  2.1916  0.095
H  1.0628  -6.2254  1.2406  0.118
H  1.6287  -5.0242  0.0903  0.110
H  -1.7395  -3.7605  1.2998  0.116
H  -0.9626  -3.1469  -0.2307  0.100
O  -4.7489  -0.1205  -5.4282  0.120
C  -4.6453  0.4060  -4.3606  -0.479
O  -4.2622  1.7025  -4.2509  0.013
C  -4.1380  2.1510  -2.8934  -0.125
C  -4.7388  1.0348  -2.0327  -0.145
C  -4.8135  -0.1604  -2.9645  -0.072
H  -4.6966  3.0770  -2.8126  0.123
H  -3.0692  2.2615  -2.7199  0.120
H  -5.7102  1.2672  -1.5913  0.113
H  -4.1411  0.8231  -1.1425  0.095
H  -5.7100  -0.7544  -2.7975  0.127
H  -3.9963  -0.8695  -2.7931  0.103
O  1.0728  1.5026  -6.4902  0.104
C  0.6583  0.8142  -5.6005  -0.492
O  1.2184  -0.3670  -5.2904  0.033
C  0.3811  -1.1239  -4.3863  -0.127
C  -0.8752  -0.2644  -4.1593  -0.154
C  -0.5099  1.1217  -4.6825  -0.054
H  0.9847  -1.2748  -3.4946  0.105
H  0.1236  -2.0691  -4.8570  0.116
H  -1.1475  -0.3045  -3.1057  0.079
H  -1.6587  -0.7738  -4.7225  0.106
H  -0.2948  1.8699  -3.9265  0.107
H  -1.3036  1.4501  -5.3553  0.124
O  1.6831  0.9496  3.0702  0.083
C  1.3308  0.3711  4.0656  -0.419
O  1.7795  -0.8540  4.3577  0.064
C  1.1727  -1.3332  5.5670  -0.141
C  0.7534  -0.0883  6.3266  -0.126
C  0.4494  0.8639  5.1642  -0.055
H  1.9219  -1.8877  6.1329  0.127
H  0.3602  -2.0372  5.3850  0.124
H  1.5743  0.2846  6.9371  0.119
H  -0.1338  -0.2414  6.9354  0.117
H  0.4907  1.9179  5.4059  0.133
H  -0.5467  0.6029  4.7724  0.118
O  3.9423  1.8307  1.5270  0.072
C  4.5696  1.8421  0.4945  -0.451
O  4.4706  0.8529  -0.3769  0.059
C  5.2369  1.0990  -1.5603  -0.114
C  6.2140  2.2197  -1.1896  -0.121
C  5.5955  2.8642  0.0530  -0.044
H  4.5535  1.3918  -2.3604  0.140
H  5.7337  0.1875  -1.8758  0.118
H  6.5268  2.9123  -1.9619  0.117
H  7.1217  1.7256  -0.8206  0.117
H  4.9736  3.7374  -0.1733  0.122
H  6.2833  3.0553  0.8677  0.132
O  2.5109  4.1332  0.8122  0.068
C  2.0867  4.9068  -0.0107  -0.439
O  2.5123  4.8797  -1.2695  0.059
C  2.1135  6.0621  -1.9843  -0.109
C  1.0714  6.7827  -1.0960  -0.117
C  0.9610  5.8788  0.1422  -0.037
H  1.7179  5.7733  -2.9518  0.129
H  2.9881  6.6925  -2.1350  0.123
H  0.1213  6.8653  -1.6177  0.113
H  1.3850  7.7872  -0.8170  0.111
H  0.1440  5.1596  -0.0422  0.142
H  0.7966  6.3153  1.1163  0.136

Force components x, y, z for each atom (eV/Å):
Mg -0.810 0.775 1.257
C -0.522 -0.058 -0.014
C -0.289 1.059 -0.395
O 1.146 -0.579 -0.085
H 0.285 -0.008 -0.040
H 0.063 0.004 0.111
H 0.023 0.094 -0.014
H 0.115 -0.267 0.319
H -0.001 -0.457 0.032
C -0.079 0.084 -0.266
F 0.213 -0.439 0.260
F -0.313 0.102 -0.195
F 0.235 0.256 0.310
S 0.087 0.837 -1.846
O -0.161 -0.412 0.636
O -0.352 -0.042 0.365
O -0.244 -1.178 -0.843
C -0.102 0.553 0.309
C 0.082 -0.622 0.988
C 0.406 -0.384 -0.346
O 0.308 0.257 -0.246
C -0.684 -0.711 0.803
H 0.158 0.278 -0.364
H 0.190 -0.304 -0.382
H 0.120 -0.065 -0.253
H -0.198 0.220 0.167
H -0.193 0.143 0.248
H -0.261 0.393 -0.297
H -0.050 0.123 0.054
H 0.260 0.126 -0.645
C -0.563 0.347 0.351
C 0.324 0.224 -0.385
C -0.861 -0.330 0.297
O 0.198 0.158 0.007
C 1.049 -0.715 -0.154
H 0.058 -0.108 0.108
H 0.107 0.087 -0.287
H -0.394 -0.174 0.116
H 0.259 0.149 0.172
H 0.241 0.223 -0.295
H 0.089 -0.007 0.110
H -0.213 0.252 -0.104
H -0.237 -0.132 0.131
C -0.726 0.492 0.836
C 0.891 0.271 -0.307
C -0.222 0.379 0.086
O -0.403 -0.144 -0.265
C -0.506 0.225 -0.269
H 0.155 -0.131 -0.033
H 0.196 -0.235 -0.120
H -0.038 -0.131 0.135
H -0.197 -0.207 -0.157
H -0.040 -0.253 -0.076
H 0.164 -0.085 0.144
H 0.239 -0.093 -0.215
H 0.485 -0.158 0.214
C -0.536 0.489 -0.133
C 0.810 0.281 -0.440
C -0.900 -0.400 -0.286
O 0.299 0.185 -0.034
C 0.619 -0.566 0.378
H 0.145 -0.290 -0.105
H -0.116 -0.199 0.177
H -0.085 -0.124 -0.056
H -0.063 -0.081 0.258
H 0.033 0.073 0.150
H 0.180 0.303 0.234
H -0.138 0.447 -0.169
H -0.275 -0.017 0.037
O -0.134 -0.240 0.134
C 0.123 0.361 0.187
O -0.199 -0.003 -0.361
C -0.147 -0.667 -0.122
C 0.064 -0.155 0.942
C 0.112 -0.521 0.346
H 0.256 0.220 0.074
H -0.026 0.344 0.235
H -0.144 0.262 -0.519
H 0.286 0.062 -0.258
H -0.166 0.112 -0.486
H 0.120 0.183 -0.128
O 0.140 0.094 -0.035
C 0.360 0.508 0.284
O -0.283 -0.257 -0.306
C 0.384 0.467 0.183
C 0.213 -0.723 0.528
C -0.784 -1.022 -0.945
H -0.179 -0.123 0.117
H 0.150 -0.059 -0.020
H 0.007 0.227 0.000
H -0.259 0.498 -0.091
H 0.218 -0.017 0.035
H -0.002 0.475 0.252
O 0.449 -0.440 -0.067
C 0.625 0.615 0.872
O -0.269 -0.300 -0.577
C 0.433 -0.376 1.108
C -0.407 0.364 -0.464
C -0.619 -0.708 0.124
H 0.166 -0.014 -0.295
H -0.156 0.270 -0.484
H -0.008 0.011 0.054
H 0.078 -0.098 0.118
H 0.167 0.130 -0.400
H -0.096 0.382 0.281
O -0.453 0.346 0.515
C 0.786 -0.317 0.041
O -0.253 -0.193 0.030
C -0.007 0.761 -0.887
C 0.876 -0.577 1.182
C -1.115 -0.146 -0.577
H -0.110 -0.038 0.133
H -0.083 -0.142 0.188
H -0.351 -0.041 -0.250
H 0.069 0.113 -0.298
H 0.358 0.204 0.094
H 0.007 0.231 0.034
O 0.799 -0.026 -0.070
C -0.473 0.345 -0.078
O 0.582 0.080 0.246
C -0.392 0.594 0.176
C -0.046 -0.046 0.235
C -0.478 -0.703 -1.095
H -0.014 -0.223 0.013
H 0.142 -0.179 -0.032
H -0.024 0.035 0.061
H 0.127 -0.021 -0.111
H -0.176 0.244 0.330
H 0.295 0.050 0.121

As for the orbital gap: 0.3006 Ha. The value obtained for the total energy is -3778.57823 a.u.